(1)
Density functional theory data (ωB97M-V/def2-TZVPD) for a 2-piece molecular cluster, C5H8BrN overall.

The calculation puts the LUMO energy at 0.7 eV. Its SMILES is N/C=C/Br.C=C=C. Its energy above the lowest of the compared OMol25 structures with the same formula, charge and spin is 221.9 kJ/mol. The HOMO-LUMO gap comes out at 9.4 eV. The calculation puts the total energy at -76843.999 eV. Its highest occupied orbital energy is -8.6143 eV. Its net charge is 0. The value obtained for the strongest force on any atom is 0.088 Eh/bohr.

Positions of all 15 atoms, in Å:
Br -3.065 -0.901 0.346
N -0.915 2.666 -0.067
C 1.813 -1.560 -0.245
C 0.765 -1.492 -0.966
C 2.652 -1.597 0.740
C -1.776 0.521 0.633
C -1.839 1.665 0.012
H -0.131 -2.032 -0.621
H 2.762 -0.975 1.534
H -0.786 2.931 -0.985
H -0.926 0.001 1.118
H 0.705 -1.067 -1.975
H 3.432 -2.334 0.685
H -2.761 1.828 -0.487
H 0.069 2.345 0.276

Löwdin atomic charge list, values in e, 5 entries:
1. Br 0.582
2. N 0.045
3. C -0.195
4. C -0.027
5. C 0.006

***

(2)
Density functional theory data (ωB97M-V/def2-TZVPD) for C5H8BrN2 as an isolated structure.

The calculation puts the LUMO energy at -3.5 eV. Its energy above the lowest of the compared OMol25 structures with the same formula, charge and spin is 455.3 kJ/mol. The HOMO-LUMO gap comes out at 9.7 eV. The calculation puts the total energy at -78326.872 eV. Its highest occupied orbital energy is -13.2515 eV. Its net charge is +1. The value obtained for the strongest force on any atom is 0.100 Eh/bohr.

Positions of all 16 atoms, in Å:
Br 3.440 -0.167 0.091
N -0.086 -2.155 0.368
N -1.225 0.691 0.731
C 1.596 0.253 -0.123
C -0.910 0.023 -0.486
C 1.029 1.441 -0.089
C 0.074 -1.037 -0.519
C -0.453 1.471 -0.225
H -0.792 2.424 -0.536
H -0.755 0.415 1.594
H -2.195 1.203 0.886
H 0.457 -2.267 1.216
H -1.737 -0.236 -1.128
H 1.390 2.387 -0.094
H 0.169 -1.407 -1.499
H -0.001 -3.039 -0.186

Löwdin atomic charge list, values in e, 5 entries:
1. Br 0.748
2. N 0.061
3. N 0.163
4. C -0.530
5. C -0.193

***

(3)
Density functional theory data (ωB97M-V/def2-TZVPD) for one molecule with the formula C5H8BrNO.

The calculation puts the LUMO energy (spin up / spin down) at 0.1 / 0.1 eV. Its SMILES is CC1=CON(C)[C@H]1Br. Its energy above the lowest of the compared OMol25 structures with the same formula, charge and spin is 367.4 kJ/mol. The HOMO-LUMO gap (spin up / spin down) comes out at 8.6 / 8.6 eV. The calculation puts the total energy at -78891.515 eV. Its highest occupied orbital energy (spin up / spin down) is -8.4522 / -8.4519 eV. Its net charge is 0. The value obtained for the strongest force on any atom is 0.088 Eh/bohr.

Positions of all 16 atoms, in Å:
Br 1.510 -0.771 1.827
O 0.281 -0.603 -1.730
N -0.451 -1.157 -0.596
C -0.231 -2.588 -0.342
C 0.130 2.292 0.623
C 0.472 0.680 -1.352
C -0.035 1.002 -0.114
C -0.370 -0.239 0.481
H -0.747 -2.980 0.494
H 0.855 2.075 1.474
H -0.962 2.689 0.746
H -0.619 -3.151 -1.228
H -0.977 -0.339 1.318
H 0.689 3.117 -0.062
H 1.003 -2.786 -0.194
H 0.912 1.197 -2.087

Löwdin atomic charge list, values in e, 5 entries:
1. Br 0.194
2. O 0.031
3. N -0.135
4. C -0.073
5. C -0.074

***

(4)
Density functional theory data (ωB97M-V/def2-TZVPD) for a 2-piece molecular cluster, C5H8BrNO overall.

The spin multiplicity is 3. The calculation puts the LUMO energy (spin up / spin down) at 0.5 / -1.5 eV. Its energy above the lowest of the compared OMol25 structures with the same formula, charge and spin is 5.8 kJ/mol. The HOMO-LUMO gap (spin up / spin down) comes out at 7.6 / 9.6 eV. The calculation puts the total energy at -78889.689 eV. Its highest occupied orbital energy (spin up / spin down) is -7.0456 / -11.0910 eV. Its net charge is 0. The value obtained for the strongest force on any atom is 0.091 Eh/bohr.

Positions of all 16 atoms, in Å:
Br -2.404 -1.062 0.039
O 1.658 -1.596 0.219
N -0.143 1.327 2.175
C -1.579 0.618 0.191
C 2.168 -1.152 1.456
C -0.789 0.885 1.301
C -1.926 1.719 -0.823
C 1.110 -0.533 -0.449
H 3.125 -1.751 1.516
H 2.250 -0.086 1.460
H -1.567 1.279 -1.667
H 0.485 -0.701 -1.335
H -1.246 2.619 -0.562
H -2.960 2.165 -0.789
H 1.402 -1.336 2.245
H 1.293 0.444 -0.004

Löwdin atomic charge list, values in e, 5 entries:
1. Br 0.788
2. O -0.197
3. N 0.184
4. C -0.747
5. C -0.116

***

(5)
Density functional theory data (ωB97M-V/def2-TZVPD) for one molecule with the formula C5H8Cl2.

The calculation puts the LUMO energy at 0.8 eV. Its SMILES is C/C=C(\Cl)[C@H](C)Cl. Its energy above the lowest of the compared OMol25 structures with the same formula, charge and spin is 247.2 kJ/mol. The HOMO-LUMO gap comes out at 10.1 eV. The calculation puts the total energy at -30357.320 eV. Its highest occupied orbital energy is -9.3020 eV. Its net charge is 0. The value obtained for the strongest force on any atom is 0.107 Eh/bohr.

Positions of all 15 atoms, in Å:
Cl -3.055 -0.384 -0.870
Cl -0.446 -2.228 0.521
C 2.214 -0.854 -0.754
C -0.163 -0.729 -0.177
C 0.931 -0.163 -0.716
C -1.633 0.419 -0.127
C -1.975 0.506 1.311
H -2.185 -0.418 1.792
H 2.388 -1.458 -1.695
H 0.754 0.781 -1.226
H -1.401 1.276 -0.895
H -1.104 1.039 1.835
H 2.691 -1.386 0.207
H 2.804 0.024 -0.994
H -2.856 1.094 1.534

Löwdin atomic charge list, values in e, 5 entries:
1. Cl 0.546
2. Cl 0.713
3. C -0.146
4. C -0.675
5. C -0.249

***

(6)
Density functional theory data (ωB97M-V/def2-TZVPD) for one molecule with the formula C5H8Cl2.

The calculation puts the LUMO energy at 0.7 eV. Its SMILES is CC(C)=CC(Cl)Cl. Its energy above the lowest of the compared OMol25 structures with the same formula, charge and spin is 351.8 kJ/mol. The HOMO-LUMO gap comes out at 9.8 eV. The calculation puts the total energy at -30356.236 eV. Its highest occupied orbital energy is -9.0914 eV. Its net charge is 0. The value obtained for the strongest force on any atom is 0.102 Eh/bohr.

Positions of all 15 atoms, in Å:
Cl -2.770 -1.313 0.239
Cl -2.228 1.705 -0.022
C 0.531 -0.110 -0.151
C -0.614 -0.328 -0.974
C -2.027 0.131 -0.631
C 2.035 -0.103 -0.478
C 0.350 0.169 1.400
H 2.218 1.051 -0.359
H 0.939 -0.525 2.106
H -2.968 0.073 -1.345
H -0.257 -0.670 -1.895
H 2.237 -0.724 -1.553
H 0.544 1.252 1.612
H 2.673 -0.728 0.479
H -0.663 0.120 1.573

Löwdin atomic charge list, values in e, 5 entries:
1. Cl 0.507
2. Cl 0.660
3. C -0.344
4. C -0.172
5. C -1.108

***

(7)
Density functional theory data (ωB97M-V/def2-TZVPD) for C5H8ClF3NO8S as an isolated structure.

The calculation puts the LUMO energy at 2.7 eV. The HOMO-LUMO gap comes out at 8.9 eV. The calculation puts the total energy at -54686.661 eV. Its highest occupied orbital energy is -6.2174 eV. Its net charge is -1. The value obtained for the strongest force on any atom is 0.128 Eh/bohr.

Positions of all 27 atoms, in Å:
Cl -1.534 3.248 -1.418
S 0.593 0.945 2.365
F 2.003 -2.731 0.085
F 2.312 -1.265 -1.632
F 3.719 -1.307 0.097
O -2.107 3.325 -0.094
O -0.144 3.648 -1.371
O -1.618 1.878 -1.899
O -2.261 4.117 -2.315
O -0.054 1.056 3.716
O 1.436 2.188 2.282
O 1.307 -0.510 1.961
O -0.459 0.997 1.053
N -1.711 -1.341 -0.068
C 1.578 -0.309 0.554
C -1.067 -2.607 0.394
C 0.248 0.352 -0.040
C -0.774 -0.518 -0.892
C 2.353 -1.420 -0.259
H -0.254 -2.417 1.178
H -0.249 -1.122 -1.709
H 0.620 1.127 -0.779
H -0.570 -3.172 -0.476
H -1.818 -3.297 0.888
H -1.439 0.239 -1.454
H 2.329 0.559 0.563
H -2.438 -1.664 -0.729

Löwdin atomic charge list, values in e, 5 entries:
1. Cl 0.657
2. S 0.815
3. F 0.086
4. F 0.123
5. F 0.068

***

(8)
Density functional theory data (ωB97M-V/def2-TZVPD) for one molecule with the formula C5H8ClFS.

The calculation puts the LUMO energy at 0.8 eV. Its SMILES is F[C@@H]1C[C@H](S)[C@@H](Cl)C1. Its energy above the lowest of the compared OMol25 structures with the same formula, charge and spin is 0.0 kJ/mol. The HOMO-LUMO gap comes out at 10.2 eV. The calculation puts the total energy at -31389.860 eV. Its highest occupied orbital energy is -9.3444 eV. Its net charge is 0. The value obtained for the strongest force on any atom is 0.047 Eh/bohr.

Positions of all 16 atoms, in Å:
Cl -2.201 -1.087 0.769
S 1.818 -1.121 -0.848
F 1.185 2.109 -0.665
C 0.192 1.702 0.178
C -0.917 1.049 -0.566
C 0.659 0.601 1.136
C 0.456 -0.696 0.452
C -0.848 -0.461 -0.274
H -0.017 0.751 1.959
H 1.908 0.149 -1.340
H -0.027 2.560 0.796
H 0.486 -1.620 1.045
H -1.885 1.462 -0.260
H 1.654 0.807 1.549
H -0.682 1.179 -1.673
H -1.035 -1.033 -1.165

Löwdin atomic charge list, values in e, 5 entries:
1. Cl 0.585
2. S 0.722
3. F -0.021
4. C -0.370
5. C -0.135